Density functional theory data (ωB97M-V/def2-TZVPD) for a 8-piece molecular cluster, C35H55N8OS overall in a non-equilibrium geometry.

Last column: Mulliken charge in e.
CARTESIAN COORDINATES (ANGSTROEM)
C1 -1.48 -2.46 -0.14  -0.524
O1 -0.42 -2.31 -1.07  -0.331
C2 -0.80 -1.50 -2.16  -0.563
C3 0.18 -1.62 -3.33  -0.491
C4 1.66 -1.75 -2.85  -0.540
C5 2.56 -1.13 -3.93  -0.711
C6 4.06 -1.49 -3.73  -0.884
C7 4.75 -0.26 -3.08  -0.185
C8 6.30 -0.33 -3.07  -1.017
C9 6.97 -0.31 -1.68  -0.848
C10 6.32 0.64 -0.67  0.363
S1 5.95 2.32 -1.27  -0.048
C11 7.12 3.03 -0.24  -0.179
N1 7.58 2.22 0.66  -0.141
C12 7.00 0.85 0.69  -0.139
C13 6.15 0.83 1.99  -1.225
C14 4.71 1.34 1.81  -0.431
C15 3.90 1.34 3.12  -0.904
C16 2.48 1.85 2.89  0.694
C17 2.01 2.28 1.65  -0.132
C18 0.72 2.77 1.47  -1.007
C19 -0.15 2.83 2.55  -0.385
C20 0.27 2.37 3.79  -0.932
C21 1.57 1.89 3.95  -0.320
H1 -2.43 -2.73 -0.64  0.295
H2 -1.24 -3.26 0.53  0.255
H3 -1.66 -1.52 0.37  0.287
H4 -1.00 -0.45 -1.87  0.226
H5 -1.78 -1.88 -2.51  0.472
H6 0.13 -0.67 -3.88  0.013
H7 -0.12 -2.42 -4.01  0.263
H8 1.71 -1.20 -1.91  0.266
H9 1.84 -2.82 -2.73  0.384
H10 2.20 -1.33 -4.94  0.581
H11 2.46 -0.04 -3.79  0.320
H12 4.10 -2.27 -2.97  0.271
H13 4.55 -1.77 -4.66  0.450
H14 4.28 -0.14 -2.09  0.111
H15 4.46 0.62 -3.67  0.305
H16 6.69 0.50 -3.66  0.421
H17 6.59 -1.25 -3.58  0.457
H18 6.94 -1.32 -1.25  0.392
H19 8.02 -0.03 -1.80  0.377
H20 5.40 0.11 -0.39  0.227
H21 7.51 4.05 -0.25  0.471
H22 8.29 2.58 1.29  0.273
H23 7.88 0.21 0.79  0.513
H24 6.09 -0.18 2.39  0.362
H25 6.64 1.50 2.70  0.363
H26 4.70 2.37 1.43  0.371
H27 4.13 0.76 1.08  0.329
H28 4.37 2.03 3.83  0.370
H29 3.86 0.32 3.51  0.426
H30 2.64 2.26 0.76  0.293
H31 0.43 3.12 0.48  0.447
H32 -1.15 3.23 2.38  0.556
H33 -0.43 2.41 4.62  0.402
H34 1.84 1.54 4.94  0.394
C22 -3.58 1.25 0.79  -0.516
C23 -2.76 2.01 -0.15  0.261
N2 -2.12 2.61 -0.89  -0.500
H35 -3.60 0.20 0.49  0.183
H36 -3.18 1.33 1.79  0.234
H37 -4.60 1.63 0.78  0.419
C24 -3.81 -1.98 4.09  -0.032
C25 -2.90 -2.20 2.97  0.201
N3 -2.20 -2.36 2.07  -0.405
H38 -4.74 -2.53 3.93  -0.026
H39 -3.36 -2.31 5.02  0.369
H40 -4.05 -0.92 4.16  -0.259
C26 -7.48 -1.73 2.70  -0.498
C27 -6.66 -0.94 1.78  0.347
N4 -5.99 -0.34 1.08  -0.414
H41 -7.44 -2.78 2.43  0.202
H42 -7.11 -1.61 3.72  -0.105
H43 -8.52 -1.40 2.66  0.383
C28 -1.87 2.73 -4.37  -0.733
C29 -0.85 2.16 -5.25  0.426
N5 -0.05 1.71 -5.94  -0.496
H44 -2.11 3.74 -4.70  0.359
H45 -2.77 2.12 -4.40  0.273
H46 -1.49 2.76 -3.35  0.215
C30 -2.20 2.33 -8.94  -0.429
C31 -3.53 2.90 -9.07  0.288
N6 -4.59 3.35 -9.17  -0.356
H47 -1.97 2.15 -7.89  -0.037
H48 -2.14 1.38 -9.47  0.258
H49 -1.46 3.01 -9.35  0.256
C32 -6.61 -5.87 4.21  -0.809
C33 -7.42 -4.80 4.79  0.382
N7 -8.06 -3.96 5.24  -0.412
H50 -6.04 -5.49 3.36  0.265
H51 -5.92 -6.25 4.96  0.292
H52 -7.25 -6.68 3.87  0.316
C34 -6.53 -0.41 6.57  -0.809
C35 -5.68 0.36 5.66  0.423
N8 -5.01 0.97 4.96  -0.440
H53 -6.51 -1.47 6.30  0.213
H54 -6.19 -0.29 7.59  0.341
H55 -7.56 -0.05 6.49  0.303

Calculated values
Spin multiplicity: 1
Charge: +1
Orbital gap in eV: 6.75
Electronic energy in a.u.: -2277.7596
M in g/mol: 635.9